1.
This record from the OMol25 dataset describes a 5-piece molecular cluster, C19H40O16P overall in a non-equilibrium geometry. The level of theory is ωB97M-V with the def2-TZVPD basis set.

Properties
DFT total energy ... -2293.26042 hartree
Kohn-Sham gap ... 5.3 eV
Charge ... -1

CARTESIAN COORDINATES (ANGSTROEM)
O: 1.114 1.262 -0.262
C: 1.891 0.156 -0.321
O: 2.999 0.201 0.211
O: 1.569 -0.942 -0.816
H: 1.772 1.727 0.260
C: -0.180 3.382 -6.386
C: 1.105 2.972 -7.111
O: 1.709 4.182 -7.604
P: 3.239 4.072 -8.198
O: 3.633 2.677 -8.619
O: 3.313 5.155 -9.395
C: 3.113 4.804 -10.752
C: 1.625 4.802 -11.079
O: 4.144 4.799 -7.042
C: 4.609 4.127 -5.927
C: 4.498 5.219 -4.806
H: -0.558 2.685 -5.638
H: -0.107 4.323 -5.841
H: -0.935 3.499 -7.164
H: 1.796 2.416 -6.476
H: 0.900 2.271 -7.920
H: 3.639 5.583 -11.304
H: 3.518 3.826 -11.012
H: 1.077 3.986 -10.609
H: 1.044 5.698 -10.860
H: 1.467 4.763 -12.157
H: 3.869 3.352 -5.728
H: 5.574 3.625 -6.000
H: 4.507 4.926 -3.756
H: 5.274 5.983 -4.870
H: 3.534 5.697 -4.977
C: -11.781 -5.672 -3.489
C: -11.043 -4.365 -3.729
O: -9.850 -4.453 -2.943
C: -8.717 -3.786 -3.227
O: -8.580 -2.927 -4.069
O: -7.742 -4.251 -2.421
C: -6.437 -3.754 -2.488
H: -12.602 -5.886 -4.174
H: -11.984 -5.829 -2.429
H: -11.072 -6.478 -3.680
H: -11.727 -3.535 -3.549
H: -10.932 -4.265 -4.809
H: -6.189 -3.138 -1.623
H: -6.169 -3.092 -3.311
H: -5.670 -4.529 -2.476
C: 4.922 -5.403 8.984
C: 4.072 -4.818 7.865
O: 4.307 -3.395 7.752
C: 4.724 -2.810 6.639
O: 4.816 -3.344 5.540
O: 5.100 -1.564 6.946
C: 5.768 -0.760 5.956
H: 4.980 -4.844 9.918
H: 5.954 -5.508 8.648
H: 4.639 -6.440 9.166
H: 3.032 -5.017 8.122
H: 4.366 -5.303 6.934
H: 6.411 -0.057 6.487
H: 5.045 -0.060 5.538
H: 6.371 -1.218 5.172
C: -0.154 1.497 7.039
C: -0.099 1.759 8.537
O: -0.912 0.723 9.102
C: -0.697 0.238 10.324
O: -0.052 0.820 11.237
O: -1.509 -0.869 10.415
C: -1.393 -1.729 11.484
H: 0.339 0.558 6.787
H: 0.406 2.328 6.610
H: -1.108 1.517 6.513
H: -0.478 2.761 8.737
H: 0.941 1.512 8.750
H: -0.405 -2.191 11.480
H: -2.194 -2.468 11.471
H: -1.453 -1.177 12.422



2.
This record from the OMol25 dataset describes a 4-piece molecular cluster, C28H61N3O3 overall in a non-equilibrium geometry. The level of theory is ωB97M-V with the def2-TZVPD basis set.

Properties
2S+1 ... 2
DFT total energy ... -1493.02072 hartree
Kohn-Sham gap (spin up / spin down) ... 2.3 / 8.5 eV
Charge ... +1
⟨S²⟩ ... 0.7505
Energy relative to the best compared isomer or geometry (same formula, charge and spin) ... 0.0 kcal per mole

CARTESIAN COORDINATES (ANGSTROEM)
C: 30.424 -8.230 21.755
C: 28.965 -8.433 21.768
C: 28.150 -7.375 20.866
N: 26.675 -7.831 20.586
C: 26.048 -6.734 19.675
C: 24.498 -6.795 19.629
C: 23.807 -6.921 20.941
C: 24.405 -8.168 21.697
C: 25.905 -8.063 21.920
C: 26.733 -9.192 19.763
H: 30.774 -8.440 20.744
H: 30.875 -8.927 22.461
H: 30.728 -7.217 22.020
H: 28.610 -8.223 22.777
H: 28.828 -9.500 21.589
H: 28.646 -7.343 19.896
H: 28.083 -6.370 21.284
H: 26.391 -5.739 19.958
H: 26.522 -6.898 18.707
H: 24.161 -5.872 19.158
H: 24.116 -7.599 19.000
H: 24.083 -5.997 21.448
H: 22.771 -7.068 20.635
H: 23.905 -8.301 22.656
H: 24.254 -9.127 21.202
H: 26.184 -7.198 22.522
H: 26.281 -8.987 22.358
H: 25.787 -9.188 19.222
H: 26.919 -10.109 20.321
H: 27.482 -9.142 18.973
C: 32.733 -5.310 13.674
C: 32.790 -6.755 14.121
C: 31.352 -7.332 13.937
N: 31.209 -8.875 13.908
C: 29.739 -9.200 14.184
C: 29.390 -10.701 13.897
C: 29.909 -11.188 12.498
C: 31.377 -10.935 12.287
C: 31.712 -9.465 12.555
C: 32.068 -9.500 15.032
H: 33.731 -4.875 13.719
H: 32.025 -4.699 14.234
H: 32.435 -5.214 12.630
H: 33.124 -6.742 15.158
H: 33.602 -7.239 13.578
H: 30.940 -7.063 12.964
H: 30.661 -7.087 14.744
H: 29.263 -8.457 13.544
H: 29.583 -9.088 15.257
H: 28.308 -10.753 13.773
H: 29.645 -11.313 14.762
H: 29.416 -10.610 11.716
H: 29.647 -12.227 12.297
H: 31.522 -11.173 11.233
H: 32.132 -11.540 12.788
H: 31.280 -8.746 11.858
H: 32.777 -9.236 12.588
H: 33.045 -9.112 14.743
H: 32.082 -10.590 15.033
H: 31.794 -9.033 15.978
C: 27.141 -2.003 19.342
C: 27.098 -2.240 17.785
C: 26.544 -3.662 17.422
N: 26.326 -3.947 15.910
C: 27.717 -4.042 15.202
C: 27.591 -4.550 13.760
C: 26.926 -5.913 13.589
C: 25.517 -5.819 14.235
C: 25.599 -5.309 15.714
C: 25.470 -2.814 15.226
H: 27.919 -2.606 19.809
H: 26.154 -2.225 19.748
H: 27.488 -0.974 19.442
H: 28.128 -2.065 17.477
H: 26.434 -1.507 17.327
H: 25.554 -3.672 17.878
H: 27.246 -4.408 17.796
H: 28.362 -4.622 15.862
H: 28.179 -3.056 15.170
H: 28.609 -4.709 13.406
H: 27.124 -3.861 13.056
H: 27.602 -6.621 14.068
H: 26.752 -6.268 12.573
H: 24.993 -6.774 14.188
H: 24.933 -5.277 13.492
H: 26.139 -6.053 16.299
H: 24.582 -5.204 16.092
H: 26.075 -1.922 15.062
H: 24.548 -2.566 15.752
H: 25.247 -3.126 14.206
O: 30.506 -5.473 18.984
C: 30.291 -6.238 17.924
O: 29.200 -6.657 17.628
O: 31.293 -6.466 17.278
H: 31.408 -5.314 18.696



3.
This record from the OMol25 dataset describes a 2-piece molecular cluster, C3H11N2OS overall in a non-equilibrium geometry. The level of theory is ωB97M-V with the def2-TZVPD basis set.

Properties
DFT total energy ... -703.86327 hartree
Kohn-Sham gap ... 6.5 eV
Charge ... -1
Energy relative to the best compared isomer or geometry (same formula, charge and spin) ... 13.1 kcal per mole

CARTESIAN COORDINATES (ANGSTROEM)
N: 0.217 0.839 -1.012
C: -0.311 -0.318 -0.302
C: -1.712 -0.673 -0.792
S: -1.639 -1.368 -2.499
C: -0.435 0.080 1.212
N: 0.725 0.753 1.813
H: 0.094 0.777 -2.017
H: -0.389 1.617 -0.799
H: 0.291 -1.227 -0.250
H: -2.114 -1.369 -0.037
H: -2.319 0.239 -0.700
H: -1.268 0.768 1.401
H: -0.609 -0.863 1.732
H: 0.578 1.743 1.912
H: 1.554 0.633 1.271
H: 2.194 -0.213 -1.025
H: 2.351 -0.944 0.405
O: 2.793 -0.474 -0.314



4.
This record from the OMol25 dataset describes C8H8AlNO6 as an isolated structure in a non-equilibrium geometry. The level of theory is ωB97M-V with the def2-TZVPD basis set.

Properties
DFT total energy ... -1057.59855 hartree
Kohn-Sham gap (spin up / spin down) ... 7.2 / 7.2 eV
Charge ... +2

CARTESIAN COORDINATES (ANGSTROEM)
O: 6.285 -3.470 -0.109
C: 5.363 -2.827 -0.331
Al: 1.289 0.056 -0.633
O: 1.844 -2.231 1.756
C: 1.752 -1.442 0.920
C: 1.774 -0.322 -2.513
O: 1.022 0.779 -2.362
C: 1.146 -1.549 -2.080
O: 0.702 -2.584 -2.488
C: 2.797 1.517 -0.257
O: 3.539 2.387 -0.362
H: 2.766 -0.303 -2.983
C: -2.211 -0.096 1.910
N: -2.435 0.856 0.817
C: -3.650 1.650 0.802
C: -1.501 1.006 -0.100
O: -0.434 0.298 0.013
H: -3.082 -0.051 2.574
H: -1.294 0.176 2.454
H: -2.107 -1.107 1.490
H: -3.423 2.721 0.860
H: -4.217 1.470 -0.118
H: -4.248 1.349 1.662
H: -1.677 1.714 -0.921



5.
This record from the OMol25 dataset describes an isolated ion of composition C6H14N3O4 and charge +1 in a non-equilibrium geometry. The level of theory is ωB97M-V with the def2-TZVPD basis set.

Properties
DFT total energy ... -701.68706 hartree
Kohn-Sham gap (spin up / spin down) ... 8.0 / 7.8 eV
Charge ... +1
Energy relative to the best compared isomer or geometry (same formula, charge and spin) ... 173.5 kcal per mole

CARTESIAN COORDINATES (ANGSTROEM)
C: 1.883 -2.475 -0.388
C: 1.158 -0.248 -0.733
C: -4.299 0.413 -0.070
C: 2.484 2.243 0.308
C: -2.802 0.525 -0.385
C: 2.952 0.913 0.602
N: -0.552 -2.691 0.379
N: -0.883 -0.659 0.485
N: -2.042 -0.222 0.607
O: 1.580 -1.456 -1.240
O: 0.651 -3.037 0.336
O: -0.293 -0.133 -0.606
O: 1.808 -0.042 0.434
H: 2.184 -3.299 -1.015
H: 2.636 -2.210 0.526
H: 1.260 0.549 -1.553
H: -4.712 -0.486 -0.387
H: -4.520 0.682 1.023
H: -4.868 1.223 -0.500
H: 1.979 2.213 -0.645
H: 1.826 2.633 1.153
H: 3.157 3.088 0.290
H: -2.556 0.106 -1.336
H: -2.462 1.542 -0.409
H: 3.219 0.829 1.720
H: 3.681 0.535 -0.014
H: -2.468 -0.535 1.421



6.
This record from the OMol25 dataset describes a 13-piece molecular cluster, C62H68N3O41P overall in a non-equilibrium geometry. The level of theory is ωB97M-V with the def2-TZVPD basis set.

Properties
DFT total energy ... -5993.23840 hartree
Kohn-Sham gap ... 0.9 eV
Charge ... -2

CARTESIAN COORDINATES (ANGSTROEM)
C: 1.440 -2.016 -1.605
C: 1.227 -0.745 -0.662
C: 2.474 0.129 -0.629
O: 2.803 0.689 -1.863
C: 3.803 1.724 -1.708
N: 0.026 -0.034 -1.096
H: -0.024 0.908 -0.734
H: -0.331 -0.093 -2.039
H: -0.749 -0.419 -0.576
H: 1.716 -1.631 -2.587
H: 0.523 -2.599 -1.691
H: 2.256 -2.654 -1.265
H: 0.983 -0.978 0.375
H: 3.223 -0.470 -0.112
H: 2.389 0.888 0.148
H: 3.609 2.432 -0.903
H: 3.845 2.370 -2.585
H: 4.828 1.381 -1.567
P: -5.773 1.496 1.511
O: -7.230 1.792 1.017
O: -5.373 0.026 1.202
O: -5.832 1.569 3.041
O: -4.769 2.431 0.875
C: 0.329 11.239 -2.275
O: 1.614 10.880 -1.773
C: 1.874 9.508 -1.637
C: 3.179 9.351 -1.014
O: 4.258 9.388 -1.823
C: 5.481 9.072 -1.138
H: 0.168 10.849 -3.280
H: 0.125 12.304 -2.394
H: -0.366 10.915 -1.501
H: 1.840 9.056 -2.628
H: 1.163 9.144 -0.894
H: 3.062 8.413 -0.471
H: 3.250 9.990 -0.133
H: 6.380 9.538 -1.543
H: 5.574 8.003 -1.333
H: 5.651 9.177 -0.067
C: 2.393 -11.533 -1.824
O: 2.867 -12.346 -2.628
N: 2.637 -11.607 -0.537
C: 1.864 -10.817 0.411
C: 3.669 -12.552 -0.012
H: 1.615 -10.818 -2.133
H: 0.819 -10.769 0.105
H: 2.421 -9.880 0.423
H: 1.876 -11.244 1.414
H: 3.392 -13.582 -0.238
H: 4.613 -12.324 -0.507
H: 3.786 -12.338 1.050
C: 9.477 0.044 4.146
O: 9.131 -0.536 5.145
N: 9.867 -0.596 3.030
C: 10.484 0.001 1.832
C: 9.951 -2.029 3.039
H: 9.305 1.129 4.075
H: 9.998 -0.393 0.940
H: 11.571 -0.080 1.806
H: 10.312 1.056 1.619
H: 9.341 -2.380 2.207
H: 10.955 -2.422 2.876
H: 9.586 -2.459 3.972
C: -5.839 -7.572 6.043
C: -4.648 -7.132 6.408
C: -3.894 -5.974 5.806
O: -2.700 -5.758 6.020
C: -4.745 -5.308 4.950
C: -6.012 -5.652 4.632
C: -6.691 -6.876 5.055
O: -7.774 -7.339 4.812
O: -6.738 -4.875 3.821
O: -3.890 -7.828 7.320
H: -6.096 -8.496 6.540
H: -4.308 -4.405 4.550
H: -6.257 -4.052 3.708
H: -3.027 -7.486 7.565
C: -5.968 8.314 -5.645
C: -4.955 7.806 -6.373
C: -3.889 6.987 -5.823
O: -3.068 6.428 -6.598
C: -3.891 6.786 -4.396
C: -4.962 7.261 -3.683
C: -6.174 7.929 -4.226
O: -7.220 7.947 -3.703
O: -4.928 7.043 -2.373
O: -4.831 8.244 -7.700
H: -6.673 8.806 -6.299
H: -3.136 6.230 -3.860
H: -4.680 6.120 -2.282
H: -4.189 7.638 -8.078
C: 0.723 6.905 6.205
C: -0.465 7.261 6.766
C: -1.801 7.143 6.066
O: -2.818 7.649 6.459
C: -1.732 6.284 4.815
C: -0.552 5.713 4.351
C: 0.780 6.098 4.940
O: 1.859 5.785 4.396
O: -0.552 4.919 3.252
O: -0.538 7.727 8.058
H: 1.616 6.910 6.813
H: -2.612 5.844 4.369
H: -1.454 4.714 2.994
H: -1.473 7.811 8.258
C: 5.414 1.070 -7.917
C: 4.143 1.030 -8.315
C: 3.500 -0.222 -8.887
O: 2.341 -0.230 -9.212
C: 4.441 -1.360 -8.726
C: 5.637 -1.326 -8.160
C: 6.219 -0.097 -7.596
O: 7.239 0.048 -6.953
O: 6.476 -2.326 -8.370
O: 3.313 2.127 -8.360
H: 5.747 2.062 -7.650
H: 4.138 -2.317 -9.126
H: 7.315 -2.242 -7.912
H: 2.445 1.831 -8.644
C: -6.147 1.522 -5.514
C: -7.244 2.337 -5.672
C: -7.751 2.719 -7.018
O: -8.595 3.660 -7.307
C: -7.090 1.995 -8.106
C: -5.989 1.190 -7.931
C: -5.409 0.928 -6.600
O: -4.470 0.125 -6.357
O: -5.485 0.560 -8.968
O: -8.062 2.764 -4.641
H: -5.808 1.291 -4.515
H: -7.312 2.082 -9.159
H: -5.212 -0.313 -8.676
H: -7.639 2.387 -3.865
C: 6.795 -6.442 7.104
C: 7.729 -7.020 6.325
C: 7.625 -7.345 4.925
O: 8.452 -8.033 4.252
C: 6.395 -6.729 4.285
C: 5.540 -5.986 5.078
C: 5.579 -5.797 6.558
O: 4.592 -5.394 7.210
O: 4.359 -5.449 4.526
O: 8.853 -7.437 6.977
H: 7.093 -6.275 8.128
H: 6.332 -6.905 3.222
H: 3.831 -5.152 5.271
H: 9.179 -8.252 6.589
C: 0.872 0.621 9.588
C: 1.731 0.463 8.571
C: 1.383 0.242 7.165
O: 2.183 0.066 6.254
C: -0.023 0.239 6.968
C: -0.910 0.402 7.978
C: -0.570 0.357 9.474
O: -1.304 0.189 10.425
O: -2.272 0.378 7.709
O: 3.080 0.570 8.748
H: 1.168 0.758 10.618
H: -0.243 0.246 5.911
H: -2.466 0.680 6.819
H: 3.591 0.172 8.040
C: -8.931 -3.332 -3.179
C: -7.880 -4.028 -3.533
C: -7.749 -4.930 -4.735
O: -6.818 -5.702 -4.960
C: -8.821 -4.673 -5.723
C: -9.914 -3.890 -5.394
C: -10.165 -3.311 -4.033
O: -11.176 -2.894 -3.650
O: -10.903 -3.737 -6.298
O: -6.746 -3.907 -2.794
H: -8.905 -2.564 -2.421
H: -8.758 -5.180 -6.675
H: -11.519 -3.126 -5.887
H: -6.815 -3.291 -2.061



7.
This record from the OMol25 dataset describes C34H40N4NiO3P2 as an isolated structure in a non-equilibrium geometry. The level of theory is ωB97M-V with the def2-TZVPD basis set.

Properties
2S+1 ... 3
DFT total energy ... -3955.00429 hartree
Kohn-Sham gap (spin up / spin down) ... 5.7 / 4.7 eV
Charge ... 0
⟨S²⟩ ... 2.0204

CARTESIAN COORDINATES (ANGSTROEM)
Ni: -0.236 0.965 -2.796
C: -1.816 1.669 -6.996
C: -1.935 0.343 -6.865
C: -1.059 -0.706 -7.466
C: 0.447 -0.386 -7.739
C: 1.198 0.342 -6.657
C: 0.945 1.570 -6.154
C: 0.488 2.717 -7.004
C: -0.796 2.402 -7.816
C: 0.440 0.709 -0.874
H: -2.591 2.316 -6.576
H: -2.852 -0.069 -6.431
H: -1.472 -1.065 -8.429
H: -1.102 -1.586 -6.804
H: 0.952 -1.365 -7.870
H: 0.531 0.111 -8.717
H: 2.148 -0.176 -6.412
H: 1.205 1.819 -5.118
H: 1.281 3.034 -7.717
H: 0.286 3.577 -6.335
H: -1.225 3.360 -8.149
H: -0.535 1.842 -8.721
H: -0.460 1.266 -0.529
H: 1.281 1.343 -0.542
H: 0.377 -0.201 -0.250
P: 1.593 -0.173 -2.599
P: -1.300 -1.009 -2.346
N: 2.933 0.850 -2.989
N: 2.600 -1.357 -1.719
N: -2.362 0.348 -2.993
N: -2.641 -1.881 -1.716
C: 0.935 -1.162 -4.008
C: -0.504 -1.723 -3.843
C: 3.071 2.195 -2.629
C: 4.124 2.745 -3.358
C: 4.652 1.695 -4.191
C: 3.911 0.552 -3.941
C: 3.456 -1.108 -0.630
C: 4.184 -2.261 -0.353
C: 3.780 -3.250 -1.301
C: 2.791 -2.685 -2.090
C: -1.977 1.686 -2.507
C: -2.653 2.620 -3.338
C: -3.481 1.905 -4.201
C: -3.292 0.533 -3.959
C: -3.884 -2.185 -2.278
C: -4.676 -2.805 -1.307
C: -3.918 -2.853 -0.093
C: -2.678 -2.281 -0.364
H: 1.624 -1.977 -4.243
H: 0.972 -0.509 -4.889
H: -1.129 -1.503 -4.734
H: -0.457 -2.812 -3.661
H: 2.397 2.629 -1.919
H: 4.452 3.766 -3.323
H: 5.459 1.794 -4.900
H: 3.979 -0.436 -4.360
H: 3.426 -0.172 -0.094
H: 4.901 -2.398 0.446
H: 4.140 -4.259 -1.394
H: 2.168 -3.126 -2.846
H: -1.866 1.789 -1.421
H: -2.505 3.694 -3.268
H: -4.171 2.307 -4.927
H: -3.806 -0.310 -4.392
H: -4.085 -1.977 -3.315
H: -5.679 -3.173 -1.444
H: -4.233 -3.250 0.860
H: -1.825 -2.109 0.270
O: -3.296 1.703 3.175
C: -2.713 0.995 4.140
C: -2.801 1.420 5.488
C: -2.327 0.596 6.497
C: -1.693 -0.622 6.181
C: -1.523 -0.998 4.847
C: -2.010 -0.202 3.813
C: -1.809 -0.593 2.363
O: -1.145 -1.634 2.137
O: -2.338 0.177 1.472
H: -2.990 1.178 2.274
H: -3.261 2.387 5.692
H: -2.440 0.906 7.540
H: -1.323 -1.275 6.971
H: -1.011 -1.919 4.566